The molecule C2H3F3S at a distorted geometry, computed with ωB97M-V with the def2-TZVPD basis set.

Each line ends with the Löwdin charge.
Geometry (Å):
S1 1.883 -0.158 0.192  0.8005
F1 -0.985 -0.695 1.232  0.0699
F2 0.101 1.714 0.233  -0.0869
F3 -1.926 -0.011 -0.611  0.0952
C1 -0.833 -0.540 -0.084  -0.4528
C2 0.365 0.498 -0.464  -0.5782
H1 0.193 0.568 -1.575  0.1358
H2 1.704 0.084 1.509  -0.0998
H3 -0.502 -1.461 -0.431  0.1162

Forces on the atoms, in the same order (eV/Å):
S 1.2 -0.2 -0.7
F -0.3 0.3 0.9
F 0.0 -1.0 -1.4
F -1.3 -0.3 -0.4
C 2.6 3.1 0.3
C -2.7 -0.5 2.0
H 1.1 0.4 1.0
H -0.5 0.1 -0.4
H -0.2 -1.9 -1.4

Properties
Energy relative to the best compared isomer or geometry (same formula, charge and spin) = 1.357 eV
Total charge = 0

***

An isolated ion of composition C6H13N4 and charge +1 at a distorted geometry, computed with ωB97M-V with the def2-TZVPD basis set.

Each line ends with the Löwdin charge.
Geometry (Å):
N1 1.673 0.457 0.417  0.1068
N2 0.018 -0.654 -2.753  0.0715
N3 -1.614 0.599 -1.257  0.1514
N4 0.481 -1.349 -0.550  0.1048
C1 -0.354 0.562 -2.248  -0.1694
C2 0.052 0.546 2.594  -0.0880
C3 -0.294 -0.429 1.496  -0.1835
C4 -0.285 0.996 -0.740  -0.0818
C5 0.318 -1.531 -1.840  -0.1990
C6 0.429 -0.037 0.236  -0.5209
H1 1.072 0.529 2.884  0.0621
H2 -0.451 1.374 -3.016  0.1656
H3 -1.979 -0.347 -0.844  0.2120
H4 2.291 0.016 1.117  0.1365
H5 -2.323 1.404 -1.321  0.2045
H6 2.127 0.827 -0.442  0.1412
H7 0.573 -2.523 -2.222  0.1459
H8 0.575 -2.223 -0.031  0.1480
H9 0.021 -1.493 1.744  0.1433
H10 -0.549 0.188 3.388  0.0632
H11 -0.068 2.006 -0.559  0.1399
H12 -1.373 -0.554 1.425  0.1170
H13 -0.341 1.637 2.524  0.1287

Forces on the atoms, in the same order (eV/Å):
N 3.1 1.6 0.3
N -0.4 -0.1 0.5
N -1.8 0.1 1.1
N -0.8 -0.6 0.7
C -0.2 1.6 0.8
C -2.0 1.4 0.5
C 0.7 -0.3 0.5
C 0.8 -3.2 -1.5
C 0.9 -0.4 -1.8
C -2.3 -1.4 -2.8
H 0.8 0.1 0.2
H 0.0 -0.7 1.1
H 0.7 2.4 -1.2
H -0.5 0.4 -1.0
H 1.2 -1.9 0.1
H -0.2 -0.7 1.2
H -0.2 0.0 0.2
H 0.2 0.6 0.1
H 0.0 1.3 0.1
H -0.2 -0.3 1.5
H -0.3 1.2 0.5
H -0.2 0.3 -0.5
H 0.9 -1.8 -0.6

Properties
Energy relative to the best compared isomer or geometry (same formula, charge and spin) = 2.007 eV
Total charge = +1

***

C28H36N3P2S2W as an isolated structure at a distorted geometry, computed with ωB97M-V with the def2-TZVPD basis set.

Each line ends with the Löwdin charge.
Geometry (Å):
W1 0.885 0.165 0.254  1.0247
S1 2.854 0.254 -1.036  0.7059
S2 2.489 0.729 1.844  0.7883
P1 0.136 -2.163 0.325  1.0415
P2 -0.316 1.927 -1.095  1.0629
N1 5.758 1.612 2.976  0.2577
N2 -0.779 0.478 1.159  -0.1687
N3 6.462 0.913 -1.454  0.2596
C1 0.151 -0.494 4.610  0.0212
C2 -4.071 2.131 1.521  0.0012
C3 -0.782 1.078 -2.665  -0.4960
C4 0.599 3.508 -1.312  -0.4955
C5 -0.412 -0.308 2.294  -0.3676
C6 1.414 3.816 -0.050  -0.0956
C7 -4.019 2.952 0.402  0.0062
C8 -3.011 1.289 1.828  0.0265
C9 -2.433 -3.171 0.732  -0.0612
C10 1.267 -3.582 0.128  -0.4975
C11 0.592 -4.893 0.556  -0.0660
C12 0.689 -2.317 3.109  -0.0357
C13 4.912 1.000 0.612  -0.2905
C14 -1.900 1.312 1.002  -0.2777
C15 0.096 -1.615 2.050  -0.3435
C16 -1.052 2.036 -3.827  -0.0657
C17 -0.320 4.684 -1.660  -0.0749
C18 5.430 1.328 1.910  -0.1708
C19 0.304 0.056 -3.015  -0.1441
C20 0.688 -1.778 4.373  0.0237
C21 -1.623 -3.024 -1.681  -0.0722
C22 -1.596 -2.388 -0.285  -0.4865
C23 -0.374 0.247 3.584  -0.0073
C24 1.816 -3.633 -1.303  -0.0783
C25 -1.823 2.142 -0.119  -0.2665
C26 5.778 0.972 -0.531  -0.1699
C27 -2.898 2.955 -0.431  -0.0264
C28 3.606 0.707 0.487  -1.0110
H1 2.201 3.085 0.127  0.0294
H2 -3.476 -3.117 0.415  0.1082
H3 0.319 5.537 -1.891  0.1097
H4 2.530 -4.455 -1.370  0.1096
H5 -1.706 0.553 -2.410  0.1192
H6 0.164 -0.082 5.613  0.1443
H7 -2.373 -2.768 1.744  0.0813
H8 -4.859 3.592 0.165  0.1372
H9 -1.324 -4.071 -1.650  0.0839
H10 -1.881 2.713 -3.626  0.0827
H11 1.100 -2.347 5.198  0.1435
H12 0.515 -0.645 -2.185  -0.0097
H13 -0.142 -5.222 -0.179  0.0843
H14 -0.012 -0.566 -3.855  0.1117
H15 -0.168 2.620 -4.089  0.0965
H16 -0.947 4.508 -2.531  0.0709
H17 -0.749 1.249 3.757  0.1444
H18 1.899 4.786 -0.170  0.1089
H19 0.109 -4.842 1.532  0.0797
H20 0.776 3.884 0.834  0.0938
H21 1.279 3.309 -2.146  0.1244
H22 -1.977 -1.368 -0.351  0.0917
H23 -2.887 3.588 -1.308  0.1176
H24 -2.152 -4.224 0.757  0.0863
H25 -3.059 0.626 2.685  0.1326
H26 1.365 -5.660 0.608  0.1115
H27 1.240 0.539 -3.297  0.0756
H28 -4.949 2.136 2.155  0.1373
H29 -0.995 -2.506 -2.407  0.0633
H30 -0.943 4.966 -0.811  0.0904
H31 2.344 -2.720 -1.579  0.0525
H32 -2.649 -2.994 -2.050  0.1083
H33 1.111 -3.300 2.945  0.1218
H34 2.084 -3.340 0.813  0.1192
H35 -1.328 1.444 -4.702  0.1084
H36 1.030 -3.828 -2.032  0.0794

Forces on the atoms, in the same order (eV/Å):
W 0.8 -0.5 1.0
S -0.1 0.2 -0.2
S -0.3 -0.1 -0.3
P -0.3 -0.3 0.2
P 0.0 0.5 0.0
N -0.1 -0.1 -0.2
N 0.2 0.0 -0.1
N -0.2 0.0 0.2
C 0.1 -0.1 0.1
C -0.1 0.0 0.0
C 0.2 0.0 -0.1
C 0.0 0.0 0.1
C -0.3 0.0 -0.1
C -0.1 0.0 -0.1
C 0.0 0.0 0.0
C 0.0 -0.1 0.1
C -0.1 -0.1 0.0
C 0.0 0.1 -0.1
C 0.1 -0.1 0.0
C 0.1 -0.1 0.1
C 0.3 0.1 0.0
C 0.1 -0.2 0.1
C -0.1 0.2 -0.3
C 0.0 0.0 0.0
C 0.0 0.0 0.0
C 0.1 0.1 0.1
C -0.1 0.1 -0.1
C 0.0 0.0 0.1
C -0.1 0.0 0.0
C 0.2 -0.1 -0.1
C 0.0 0.1 -0.1
C 0.0 -0.1 0.0
C 0.1 0.0 -0.2
C 0.2 -0.1 0.0
C -0.1 0.1 0.0
C -0.3 0.0 -0.1
H 0.0 0.0 0.0
H 0.0 0.0 0.0
H 0.0 0.0 0.0
H 0.0 0.0 0.0
H -0.1 0.0 0.0
H 0.0 0.0 0.0
H 0.0 0.0 0.0
H 0.0 0.0 0.0
H 0.0 0.0 0.0
H 0.0 0.0 0.0
H 0.0 0.0 0.0
H 0.0 -0.1 0.0
H 0.0 0.0 0.0
H 0.0 0.0 0.0
H 0.0 0.0 0.0
H 0.0 0.0 0.0
H 0.0 0.0 0.0
H 0.0 0.0 0.0
H 0.0 0.0 0.0
H 0.0 0.0 0.0
H 0.0 0.0 -0.1
H -0.1 0.1 0.0
H 0.0 0.0 0.0
H 0.0 0.0 0.0
H 0.0 0.0 0.0
H 0.0 0.0 0.0
H 0.0 0.0 0.0
H 0.0 0.0 0.0
H 0.0 0.0 0.0
H 0.0 0.0 0.0
H 0.0 0.0 0.0
H 0.0 0.0 0.0
H 0.0 0.0 0.0
H 0.1 0.0 0.0
H 0.0 0.0 0.0
H 0.0 0.0 0.0

Properties
Total charge = +3

***

| no. | Kohn-Sham gap (hartree) | M (g/mol) |
| --- | --- | --- |
| 1 | 0.39326 | 116.11 |
| 2 | 0.36404 | 141.20 |
| 3 | 0.22697 | 724.54 |